A structure of composition C4H3ErLi2O2 at a distorted geometry, computed with wB97M-V/def2-TZVPD.

Each line ends with the Mulliken spin population.
Element x y z (Å)
O 2.11 0.33 -0.51  0.16
C 0.82 0.65 -0.70  0.17
C -0.18 -0.01 -0.05  0.14
Er 2.00 -0.88 1.25  2.09
Li -1.04 -1.54 -1.14  0.01
H 0.65 1.57 -1.29  0.01
C -2.65 -0.21 0.37  0.09
C -1.59 0.40 -0.23  0.14
O -3.91 0.11 0.26  0.19
H -2.42 -1.07 1.04  0.01
H -1.81 1.23 -0.91  0.00
Li -4.95 1.33 -0.41  0.00

As for the expectation value of S²: 3.961. The multiplicity is 4. The value obtained for the highest occupied orbital energy (alpha / beta) is -14.996 / -13.754 eV. Its charge is +2. The calculation puts the relative energy (zero: lowest compared OMol25 entry of this formula, charge and spin) at 0.0000 eV.

=====

A cluster of 2 separate species, C10H21N3O4PS in total at a distorted geometry, computed with wB97M-V/def2-TZVPD.

Each line ends with the Löwdin charge.
Element x y z (Å)
N 0.34 4.17 0.73  0.19
C -0.17 4.02 -0.29  -0.22
C -0.86 3.84 -1.56  -0.18
C -1.82 2.63 -1.53  -0.75
S -2.53 2.46 -3.22  0.87
C -1.00 1.44 -1.27  -0.25
N -0.33 0.54 -1.05  0.20
C -2.87 2.73 -0.38  -0.19
P -4.57 3.29 -0.62  0.38
O -5.23 3.42 0.68  -0.24
O -4.50 4.68 -1.41  -0.11
O -5.27 2.26 -1.61  -0.14
H -0.11 3.68 -2.34  0.13
H -1.39 4.75 -1.84  0.12
H -2.07 1.24 -3.50  -0.10
H -2.48 3.44 0.35  0.10
H -2.94 1.78 0.15  0.11
H -3.69 4.83 -1.90  0.06
H -5.89 2.73 -2.19  0.10
C 2.27 -1.64 2.21  0.02
N 2.19 -2.24 0.84  -0.36
C 2.73 -1.23 -0.13  0.00
C 0.76 -2.50 0.50  0.01
C 3.03 -3.49 0.70  -0.10
C 2.61 -4.69 1.52  -0.22
O 2.70 -4.37 2.90  -0.05
H 1.87 -0.63 2.16  0.11
H 1.67 -2.24 2.90  0.10
H 3.30 -1.62 2.53  0.12
H 2.12 -0.33 -0.07  0.09
H 2.67 -1.65 -1.13  0.11
H 3.76 -1.02 0.14  0.12
H 0.33 -3.18 1.23  0.11
H 0.71 -2.93 -0.50  0.12
H 0.24 -1.55 0.52  0.08
H 4.04 -3.19 0.95  0.15
H 2.99 -3.76 -0.35  0.14
H 3.31 -5.49 1.26  0.14
H 1.61 -5.02 1.25  0.12
H 2.46 -5.16 3.41  0.11

The value obtained for the highest occupied orbital energy is -12.655 eV. Its charge is +1.

=====

A structure of composition C37H35Br72NO4 at a distorted geometry, computed with wB97M-V/def2-TZVPD.

Each line ends with the Löwdin charge.
Element x y z (Å)
C -5.46 1.24 -1.55  -0.04
C -4.09 0.79 -0.76  -0.27
O -3.28 1.80 -0.34  -0.04
O -3.68 -0.58 -0.42  -0.10
C -3.70 -1.48 -1.59  -0.17
C -3.13 -0.83 -2.98  -0.07
C -3.97 -1.13 -4.39  0.00
C -3.51 -0.59 -5.87  -0.03
C -2.16 0.36 -6.01  0.03
C -1.29 0.68 -4.63  -0.03
C -1.76 0.07 -3.15  0.02
C -0.80 0.41 -1.86  -0.47
O -0.67 -0.32 -0.75  -0.26
C 0.14 1.78 -2.00  -0.32
N 0.64 2.47 -0.75  0.04
C 0.56 2.36 -3.32  -0.17
C 0.08 1.63 -4.73  -0.38
O 0.79 1.79 -5.87  -0.10
H -6.15 0.36 -1.90  0.09
H -5.13 1.98 -2.41  0.03
H -6.09 1.91 -0.78  0.03
H -4.79 -1.89 -1.84  0.13
H -3.06 -2.44 -1.31  0.09
H -4.94 -1.80 -4.28  0.09
H -4.18 -0.88 -6.81  0.10
H -1.86 0.73 -7.08  0.09
H -0.13 2.62 -0.05  0.06
H 1.26 1.75 -0.29  -0.04
H 1.25 3.32 -3.33  0.13
C -9.22 2.85 -0.05  -1.53
Br -7.87 3.82 -1.07  0.62
Br -9.93 1.34 -1.04  0.60
Br -8.56 2.33 1.71  0.54
H -10.05 3.55 0.11  -0.02
C 4.63 2.57 0.65  -1.57
Br 4.78 4.36 1.40  0.56
Br 3.19 1.56 1.48  0.59
Br 4.46 2.61 -1.29  0.57
H 5.56 2.05 0.88  -0.02
C 2.40 -1.79 -2.18  -1.45
Br 3.36 -2.43 -0.61  0.50
Br 1.12 -0.40 -1.72  1.11
Br 3.62 -1.22 -3.58  0.54
H 1.83 -2.63 -2.58  -0.07
C -2.81 4.98 -4.52  -1.51
Br -1.27 3.81 -4.35  0.82
Br -3.29 5.28 -6.38  0.53
Br -4.32 4.34 -3.47  0.61
H -2.52 5.95 -4.10  -0.04
C 0.26 2.47 4.56  -1.62
Br -0.87 2.37 2.97  0.58
Br 1.25 4.14 4.64  0.54
Br -0.75 2.14 6.18  0.54
H 1.00 1.67 4.47  -0.07
C 2.65 1.01 8.61  -1.56
Br 2.72 0.78 6.68  0.58
Br 2.94 2.86 9.12  0.56
Br 1.01 0.30 9.37  0.55
H 3.48 0.43 9.03  -0.02
C -9.74 2.31 5.71  -1.57
Br -11.21 2.16 4.45  0.52
Br -8.02 2.03 4.85  0.53
Br -9.80 3.98 6.70  0.57
H -9.87 1.50 6.44  -0.02
C -0.04 -5.27 -1.99  -1.55
Br 0.49 -5.06 -0.13  0.50
Br -1.22 -6.79 -2.24  0.57
Br -0.81 -3.63 -2.71  0.65
H 0.87 -5.47 -2.56  -0.02
C 5.45 3.48 12.13  -1.60
Br 5.47 5.19 13.06  0.52
Br 6.50 3.53 10.49  0.52
Br 5.98 2.02 13.29  0.55
H 4.41 3.29 11.84  -0.14
C -3.01 -6.23 2.35  -1.58
Br -1.23 -7.01 2.43  0.54
Br -3.08 -4.73 1.11  0.54
Br -4.37 -7.56 1.96  0.54
H -3.23 -5.83 3.35  -0.02
C 2.01 2.63 14.64  -1.58
Br 2.07 2.40 12.71  0.57
Br 2.30 4.48 15.16  0.55
Br 0.37 1.92 15.40  0.57
H 2.84 2.05 15.06  -0.03
C 4.60 -4.01 2.84  -1.58
Br 2.74 -4.47 2.51  0.53
Br 5.38 -5.11 4.25  0.56
Br 5.66 -4.06 1.21  0.54
H 4.62 -2.97 3.20  -0.02
C -1.17 4.50 -10.10  -1.58
Br -3.03 4.04 -10.43  0.54
Br -0.39 3.40 -8.69  0.54
Br -0.10 4.44 -11.73  0.57
H -1.15 5.53 -9.74  -0.03
C -5.64 -11.88 2.62  -1.60
Br -3.71 -12.08 2.51  0.55
Br -6.19 -11.11 4.33  0.55
Br -6.36 -10.88 1.12  0.54
H -6.07 -12.88 2.57  -0.03
C 5.88 -4.48 -4.98  -1.61
Br 4.75 -4.58 -6.56  0.52
Br 6.87 -2.81 -4.89  0.54
Br 4.87 -4.81 -3.35  0.53
H 6.62 -5.29 -5.06  -0.17
C 0.58 7.57 -5.90  -1.57
Br -0.93 8.27 -6.92  0.54
Br 0.27 7.68 -3.98  0.57
Br 1.05 5.76 -6.46  0.54
H 1.44 8.20 -6.12  -0.02
C -0.67 1.27 -14.32  -1.60
Br 0.87 0.10 -14.15  0.53
Br -1.15 1.57 -16.18  0.56
Br -2.19 0.64 -13.28  0.55
H -0.39 2.24 -13.91  -0.07
C 3.14 -3.63 -10.61  -1.60
Br 5.07 -3.83 -10.73  0.55
Br 2.59 -2.87 -8.91  0.54
Br 2.42 -2.64 -12.12  0.54
H 2.71 -4.64 -10.66  -0.02
C 10.45 1.71 9.64  -1.60
Br 9.32 1.61 8.06  0.54
Br 11.44 3.38 9.73  0.56
Br 9.44 1.38 11.27  0.52
H 11.19 0.90 9.56  -0.03
C 8.88 -7.62 -5.16  -1.55
Br 10.81 -7.82 -5.28  0.59
Br 8.33 -6.85 -3.46  0.61
Br 8.16 -6.62 -6.67  0.62
H 8.45 -8.63 -5.21  -0.02
C -13.47 0.68 0.44  -1.60
Br -14.98 1.38 -0.58  0.56
Br -13.78 0.79 2.35  0.54
Br -13.00 -1.13 -0.12  0.54
H -12.61 1.32 0.21  -0.08
C -8.55 -1.50 1.24  -1.61
Br -8.26 -2.45 -0.43  0.53
Br -9.91 -2.36 2.34  0.55
Br -6.88 -1.26 2.22  0.55
H -8.92 -0.50 0.99  -0.12
C 11.37 -4.14 -3.80  -1.61
Br 13.30 -4.34 -3.91  0.55
Br 10.82 -3.37 -2.09  0.55
Br 10.65 -3.14 -5.30  0.53
H 10.94 -5.15 -3.85  -0.10
C 6.19 9.11 14.64  -1.60
Br 7.74 8.66 15.73  0.56
Br 6.58 8.99 12.74  0.55
Br 4.63 8.06 15.12  0.53
H 5.94 10.16 14.84  -0.02

The value obtained for the highest occupied orbital energy is -8.107 eV. Its charge is 0.

=====

A structure of composition C26H49NO4Si2Yb at a distorted geometry, computed with wB97M-V/def2-TZVPD.

Each line ends with the Mulliken spin population.
Element x y z (Å)
O -0.28 -1.10 -2.40  0.00
O 0.81 0.68 -3.65  0.00
C 0.36 -2.40 -2.65  0.00
C -0.40 -3.52 -2.00  0.00
H 1.37 -2.31 -2.23  0.00
H 0.43 -2.53 -3.74  0.00
H -0.49 -3.37 -0.92  0.00
H 0.15 -4.45 -2.16  0.00
H -1.39 -3.65 -2.45  0.00
C -1.65 -0.97 -2.95  0.00
C -1.70 -1.18 -4.44  0.00
H -1.97 0.04 -2.66  0.00
H -2.26 -1.69 -2.39  0.00
H -0.97 -0.55 -4.97  0.00
H -2.69 -0.91 -4.82  0.00
H -1.53 -2.23 -4.68  0.00
C 0.34 2.09 -3.40  0.00
C 2.18 0.47 -4.18  0.00
C -0.60 2.48 -4.51  0.00
H 1.24 2.71 -3.37  0.00
H -0.15 2.07 -2.42  0.00
H -0.11 2.44 -5.49  0.00
H -0.94 3.51 -4.35  0.00
H -1.48 1.84 -4.52  0.00
C 2.16 0.69 -5.67  0.00
H 2.44 -0.56 -3.90  0.00
H 2.84 1.17 -3.65  0.00
H 1.35 0.12 -6.15  0.00
H 3.10 0.35 -6.10  0.00
H 2.04 1.75 -5.91  0.00
H 0.41 -0.08 -2.96  0.00
Yb 0.11 -0.13 1.43  1.01
C 1.84 0.12 -0.42  0.00
Si 3.58 0.45 0.12  0.00
H 1.59 -0.92 -0.69  0.00
H 1.39 0.81 -1.16  0.00
C 4.81 -0.63 -0.83  0.00
C 3.89 0.17 1.96  0.00
C 4.01 2.24 -0.28  0.00
C -1.94 -1.37 0.94  0.00
Si -3.36 -0.19 0.89  0.00
H -1.93 -2.16 1.72  0.00
H -1.69 -1.87 -0.02  0.00
C -4.71 -0.72 -0.33  0.00
C -2.68 1.47 0.27  0.00
C -4.22 0.13 2.53  0.00
H 3.44 2.59 -1.16  0.00
H 5.08 2.35 -0.50  0.00
H 3.77 2.90 0.56  0.00
H 4.62 -1.70 -0.68  0.00
H 5.85 -0.44 -0.49  0.00
H 4.77 -0.43 -1.90  0.00
H 3.32 -0.68 2.37  0.00
H 3.65 1.07 2.54  0.00
H 4.97 -0.04 2.11  0.00
H -3.10 1.67 -0.73  0.00
H -1.58 1.53 0.18  0.00
H -3.02 2.28 0.93  0.00
H -5.11 0.76 2.39  0.00
H -3.56 0.65 3.25  0.00
H -4.56 -0.80 3.00  0.00
H -5.66 -0.21 -0.12  0.00
H -4.89 -1.80 -0.27  0.00
H -4.43 -0.48 -1.36  0.00
O 1.15 -3.64 3.57  0.00
C 0.93 -2.51 3.15  0.00
O 1.06 -2.04 1.95  0.00
C 0.42 -1.52 4.21  0.00
C 0.35 -1.90 5.57  0.00
C -0.11 -1.00 6.51  0.00
C -0.51 0.30 6.10  0.00
C -1.02 1.26 7.01  0.00
C -1.46 2.50 6.57  0.00
C -1.40 2.82 5.20  0.00
C -0.88 1.92 4.28  0.00
C -0.43 0.64 4.70  0.00
N 0.04 -0.29 3.80  0.00
H 0.65 -2.91 5.84  0.00
H -0.16 -1.26 7.56  0.00
H -1.05 0.97 8.07  0.00
H -1.86 3.21 7.30  0.00
H -1.76 3.79 4.86  0.00
H -0.81 2.17 3.21  0.00

As for the expectation value of S²: 0.751. The multiplicity is 2. The value obtained for the highest occupied orbital energy (alpha / beta) is -10.184 / -10.167 eV. Its charge is +1.

=====

A cluster of 8 separate species, C25H40Cl2O21 in total at a distorted geometry, computed with wB97M-V/def2-TZVPD.

Each line ends with the Löwdin charge.
Element x y z (Å)
C 3.02 2.43 6.05  -0.06
C 2.02 1.61 5.25  -0.22
O 0.72 2.11 5.51  0.05
C -0.31 1.52 4.90  -0.60
O -0.23 0.74 3.99  0.12
O -1.42 1.92 5.47  0.04
C -2.61 1.35 4.94  -0.03
H 2.77 3.48 5.98  0.08
H 3.98 2.08 5.67  0.08
H 2.99 2.21 7.12  0.08
H 2.12 0.54 5.46  0.13
H 2.22 1.71 4.18  0.12
H -3.38 1.41 5.71  0.10
H -2.47 0.36 4.53  0.08
H -2.96 2.05 4.18  0.10
C -0.15 -2.92 -7.68  -0.06
C -0.11 -2.48 -6.24  -0.21
O -1.47 -2.25 -5.82  0.04
C -1.61 -1.66 -4.63  -0.62
O -0.71 -1.42 -3.86  0.11
O -2.87 -1.34 -4.46  0.02
C -3.40 -1.21 -3.16  -0.06
H -0.81 -3.79 -7.77  0.08
H 0.81 -3.28 -8.06  0.08
H -0.50 -2.13 -8.33  0.08
H 0.44 -1.54 -6.12  0.13
H 0.30 -3.20 -5.54  0.12
H -3.26 -2.09 -2.52  0.08
H -4.48 -1.10 -3.24  0.11
H -2.87 -0.44 -2.60  0.05
O -1.47 3.44 0.94  0.15
C -2.37 3.08 0.26  -0.55
O -3.27 2.14 0.67  0.00
C -4.22 1.90 -0.34  -0.14
C -3.65 2.65 -1.56  -0.06
O -2.63 3.46 -0.98  0.09
H -4.39 0.84 -0.54  0.10
H -5.20 2.32 -0.07  0.14
H -4.39 3.26 -2.06  0.13
H -3.24 1.88 -2.22  0.12
O 5.96 -4.98 1.86  0.17
C 5.46 -3.95 1.61  -0.57
O 4.69 -3.17 2.46  0.05
C 4.32 -1.95 1.87  -0.14
C 5.08 -1.97 0.51  -0.10
O 5.52 -3.32 0.43  0.05
H 3.25 -1.84 1.72  0.08
H 4.68 -1.15 2.53  0.12
H 5.97 -1.34 0.50  0.13
H 4.43 -1.84 -0.35  0.10
O 1.70 -3.53 0.88  0.14
C 1.72 -3.92 -0.26  -0.59
O 1.30 -5.10 -0.69  0.09
C 1.26 -5.09 -2.13  -0.09
C 2.02 -3.82 -2.51  -0.09
O 2.09 -3.12 -1.26  0.04
H 1.70 -5.97 -2.59  0.13
H 0.20 -5.04 -2.37  0.13
H 1.46 -3.12 -3.14  0.12
H 2.99 -4.08 -2.94  0.13
O -3.60 -1.81 -0.77  0.08
C -3.71 -1.31 0.30  -0.59
O -3.57 -2.00 1.44  0.09
C -4.05 -1.22 2.51  -0.09
C -3.80 0.20 1.97  -0.12
O -4.01 -0.02 0.57  -0.07
H -5.12 -1.37 2.67  0.14
H -3.57 -1.39 3.47  0.13
H -2.82 0.65 2.11  0.10
H -4.55 0.88 2.36  0.15
O 1.42 8.05 -1.32  0.18
C 1.64 6.89 -1.31  -0.55
O 2.83 6.32 -1.61  0.05
C 2.72 4.90 -1.64  -0.11
C 1.39 4.66 -0.92  -0.14
O 0.76 5.92 -0.92  0.06
H 2.72 4.60 -2.68  0.13
H 3.54 4.48 -1.05  0.13
H 1.56 4.21 0.06  0.12
H 0.74 3.97 -1.46  0.13
Cl 2.18 0.23 -0.13  0.58
C 0.86 0.85 0.92  -0.60
C -0.21 -0.22 1.04  -0.63
Cl -0.99 -0.57 -0.49  0.74
H 0.48 1.81 0.58  0.05
H 1.28 0.87 1.92  0.05
H -0.97 0.18 1.72  0.04
H 0.14 -1.14 1.51  0.08

The structure (SMILES) is CCOC(=O)OC.CCOC(=O)OC.O=C1OCCO1.O=C1OCCO1.O=C1OCCO1.O=C1OCCO1.O=C1OCCO1.ClCCCl. The value obtained for the highest occupied orbital energy is -10.579 eV. Its charge is 0. The calculation puts the relative energy (zero: lowest compared OMol25 entry of this formula, charge and spin) at 0.8716 eV.

=====

A structure of composition C8H16Br8 at a distorted geometry, computed with wB97M-V/def2-TZVPD.

Each line ends with the Löwdin charge.
Element x y z (Å)
Br -13.18 -5.09 -10.03  1.00
C -11.95 -4.16 -8.85  -0.73
C -11.22 -3.19 -9.73  -0.60
Br -9.75 -2.17 -8.68  0.50
H -11.19 -4.73 -8.31  -0.02
H -12.45 -3.64 -8.03  0.01
H -11.86 -2.47 -10.23  0.05
H -10.70 -3.51 -10.63  0.05
Br -11.76 -8.38 -9.52  0.97
C -13.47 -7.80 -10.31  -0.68
C -14.27 -7.02 -9.24  -0.92
Br -15.95 -6.56 -10.07  0.81
H -13.93 -8.72 -10.67  -0.06
H -13.27 -7.23 -11.22  0.04
H -13.87 -6.03 -9.02  -0.35
H -14.46 -7.64 -8.37  0.04
Br -16.18 -8.52 -13.61  0.63
C -15.37 -8.96 -11.86  -0.79
C -15.95 -10.24 -11.32  -0.63
Br -15.33 -10.61 -9.48  0.66
H -15.51 -8.08 -11.22  -0.15
H -14.30 -9.07 -12.02  0.04
H -15.89 -11.13 -11.95  0.07
H -17.02 -10.06 -11.20  0.05
Br -13.20 -5.52 -6.99  0.85
C -11.24 -6.09 -6.75  -0.46
C -10.95 -7.42 -7.48  -0.81
Br -9.23 -8.32 -6.81  0.55
H -11.06 -6.04 -5.68  0.06
H -10.61 -5.35 -7.25  0.04
H -10.99 -7.35 -8.56  -0.24
H -11.75 -8.12 -7.22  0.00

The value obtained for the highest occupied orbital energy is -8.886 eV. Its charge is 0. The calculation puts the relative energy (zero: lowest compared OMol25 entry of this formula, charge and spin) at 10.6307 eV.

=====

A structure of composition C22H20As3N2O8ReS6 at a distorted geometry, computed with wB97M-V/def2-TZVPD.

Each line ends with the Löwdin charge.
Element x y z (Å)
Re 0.77 2.51 0.36  0.26
S -1.55 2.85 0.69  0.63
C -2.13 2.87 -0.98  -0.57
C -2.36 1.94 -1.96  0.01
C -2.88 2.43 -3.16  -0.14
C -3.12 1.49 -4.23  -0.14
N -3.27 0.73 -5.07  0.23
C -3.15 3.80 -3.31  -0.13
C -2.91 4.73 -2.29  0.03
C -2.37 4.23 -1.13  -0.61
S -1.87 4.94 0.41  0.78
C -3.69 4.29 -4.56  -0.14
N -4.12 4.68 -5.55  0.24
H -2.18 0.88 -1.83  0.11
H -3.14 5.78 -2.44  0.15
S 4.89 4.18 -0.58  0.23
As 3.15 4.86 0.14  -0.26
S 2.22 3.11 1.81  0.28
S 1.34 3.80 -1.27  0.28
S 2.53 6.64 0.79  0.22
C 1.76 0.62 -2.57  -0.11
O 1.36 -0.69 -2.87  0.01
C 0.41 -1.39 -2.21  -0.51
O 0.06 -2.42 -2.66  0.10
C -0.33 -0.85 -0.96  -0.28
C -1.21 -1.66 -0.36  -0.26
As -0.52 -3.57 -0.33  1.44
C -1.24 -4.23 1.37  -0.29
C 1.27 -2.85 0.45  -0.19
C 1.83 -1.64 0.53  -0.22
As 0.62 0.01 0.53  1.19
C -0.20 -0.26 2.26  -0.21
C 3.31 -1.35 0.34  -0.52
O 3.84 -1.67 -0.67  0.20
O 4.01 -0.66 1.28  -0.02
C 3.47 -0.32 2.56  -0.06
C 2.10 -4.17 0.54  -0.51
O 1.83 -5.01 -0.27  0.12
O 3.01 -4.44 1.48  0.02
C 3.24 -3.71 2.69  -0.01
C -2.28 -1.02 0.52  -0.56
O -2.47 0.18 0.58  -0.02
O -3.04 -1.90 1.12  -0.03
C -4.18 -1.37 1.87  0.04
H 2.33 0.98 -3.42  0.12
H 2.41 0.65 -1.70  0.06
H 0.88 1.25 -2.45  0.03
H -2.29 -4.44 1.20  0.03
H -1.13 -3.58 2.23  0.02
H -0.71 -5.17 1.54  0.04
H -0.48 -1.31 2.35  0.05
H -1.05 0.39 2.41  0.03
H 0.57 -0.03 2.99  0.04
H 4.31 -0.13 3.21  0.12
H 2.87 -1.12 2.98  0.07
H 2.88 0.58 2.49  0.00
H 3.56 -4.44 3.42  0.11
H 2.32 -3.24 3.03  0.09
H 4.03 -2.99 2.53  0.09
H -4.72 -2.23 2.22  0.11
H -4.79 -0.76 1.21  0.11
H -3.82 -0.77 2.70  0.10

The value obtained for the highest occupied orbital energy (alpha / beta) is -14.082 / -14.082 eV. Its charge is +2. The calculation puts the relative energy (zero: lowest compared OMol25 entry of this formula, charge and spin) at 7.0577 eV.